Record 1
C2H4NP | ωB97M-V/def2-TZVPD

Values from the calculation:
- ⟨S²⟩: 2.02
- Gap between HOMO and LUMO (alpha / beta): 0.2793 / 0.3291 Ha
- Charge: 0
- Energy above the lowest of the compared OMol25 structures with the same formula, charge and spin: 292.48 kJ/mol
- HOMO level (alpha / beta): -7.7 / -10.9 eV
- Spin multiplicity: 3

CARTESIAN COORDINATES (ANGSTROEM)
C  -0.381  0.702  0.831
C  0.212  -0.344  -0.062
N  1.442  2.065  3.325
P  0.771  1.712  2.039
H  -1.013  1.544  0.293
H  1.321  -0.155  -0.155
H  -0.324  -0.123  -1.011
H  -0.104  -1.358  0.412


Record 2
C6H24N12O6 | ωB97M-V/def2-TZVPD

Values from the calculation:
- ⟨S²⟩: 0.75
- Gap between HOMO and LUMO (alpha / beta): 0.0681 / 0.3400 Ha
- Charge: -1
- Energy above the lowest of the compared OMol25 structures with the same formula, charge and spin: 0.00 kJ/mol
- HOMO level (alpha / beta): 0.2 / -7.2 eV
- Spin multiplicity: 2

CARTESIAN COORDINATES (ANGSTROEM)
C  -3.849  25.201  15.525
O  -3.561  24.949  16.692
N  -4.590  24.458  14.777
N  -3.234  26.116  14.827
H  -4.912  24.690  13.848
H  -5.161  23.801  15.290
H  -2.355  26.511  15.130
H  -3.565  26.307  13.892
C  -2.155  22.066  17.679
O  -2.149  20.875  17.615
N  -2.552  22.774  18.728
N  -1.678  22.783  16.667
H  -3.037  22.198  19.401
H  -2.654  23.777  18.668
H  -2.099  23.700  16.628
H  -1.231  22.376  15.857
C  -2.609  29.083  11.898
O  -2.708  29.443  10.704
N  -3.659  28.606  12.607
N  -1.504  28.984  12.529
H  -3.613  28.552  13.615
H  -4.556  28.766  12.171
H  -0.656  29.217  12.032
H  -1.403  28.363  13.320
C  -5.621  24.969  19.484
O  -6.048  24.957  20.600
N  -5.634  23.984  18.638
N  -5.129  26.004  18.897
H  -5.853  23.090  19.054
H  -4.985  24.011  17.865
H  -5.325  26.838  19.431
H  -4.627  26.105  18.026
C  0.587  27.070  14.776
O  -0.608  27.064  14.772
N  1.108  28.111  15.399
N  1.387  26.278  14.144
H  2.053  28.445  15.279
H  0.481  28.744  15.875
H  1.111  25.705  13.359
H  2.390  26.358  14.232
C  -7.455  21.436  15.712
O  -7.294  21.791  14.546
N  -6.470  21.321  16.562
N  -8.666  21.407  16.249
H  -6.529  20.555  17.218
H  -5.548  21.586  16.246
H  -8.804  21.283  17.242
H  -9.387  21.336  15.546